The following is a DFT calculation (ωB97M-V/def2-TZVPD) of 13 unconnected molecules or ions with the total composition C60H133Br8F3O26 at a distorted geometry.

Properties
HOMO energy ... -8.68 eV

Geometry as XYZ:
```
230
Properties=species:S:1:pos:R:3:forces:R:3:lowdin_charge:R:1
C -2.226341 -4.271906 -3.863608 1.4 -0.5 0.4 -0.13
O -1.402433 -4.780582 -4.895590 -0.2 0.1 -1.2 -0.18
C -0.063405 -5.046904 -4.559055 0.2 -0.7 -0.3 -0.24
C 0.686092 -5.749556 -5.713488 -0.4 1.6 -0.3 -0.12
O 0.678801 -4.888250 -6.919884 -1.2 0.3 0.5 -0.17
C 1.625719 -5.077329 -7.989972 0.5 -1.0 2.3 -0.16
C 1.772409 -6.570446 -8.187662 0.6 0.1 -0.9 -0.22
O 2.676057 -7.188991 -7.290108 0.4 1.4 0.2 -0.18
C 3.038188 -8.466370 -7.672846 -0.2 -0.9 -0.9 -0.13
H -1.773863 -3.328353 -3.558515 -0.5 0.4 0.4 0.06
H -2.151954 -4.976693 -3.035444 -0.2 0.1 0.5 0.06
H -3.275205 -4.193229 -4.149593 0.3 0.1 -0.4 0.09
H -0.038726 -5.757124 -3.732571 0.0 -0.4 0.2 0.10
H 0.536497 -4.229473 -4.159026 -0.3 0.8 -0.3 0.09
H 0.160361 -6.697642 -5.826820 0.2 -0.1 -0.7 0.12
H 1.704671 -5.917025 -5.363399 0.1 -0.1 -0.2 0.12
H 2.507285 -4.536353 -7.646058 0.7 -0.6 -0.1 0.13
H 1.428649 -4.611989 -8.955752 -1.3 0.1 0.3 0.12
H 2.075746 -6.732412 -9.221991 0.4 -0.3 -0.2 0.12
H 0.774790 -7.003690 -8.115856 -0.2 -0.2 0.2 0.13
H 3.412440 -8.540455 -8.693901 -0.1 0.5 -0.5 0.08
H 2.131765 -9.071473 -7.654134 0.2 -0.7 0.3 0.09
H 3.884914 -8.875813 -7.121930 -0.5 0.2 0.8 0.09
C 5.323520 -6.076219 0.132743 -0.8 0.2 -1.1 -0.12
O 4.375352 -5.961999 1.158488 -0.3 0.5 0.8 -0.19
C 2.997251 -5.966085 0.748656 0.2 -1.3 0.6 -0.19
C 2.082075 -6.130803 1.996038 0.9 0.2 -1.0 -0.18
O 2.393159 -7.404166 2.558093 -0.2 -0.6 -0.5 -0.12
C 1.810562 -7.811356 3.782814 -0.6 1.9 0.1 -0.18
C 0.296271 -7.971092 3.790809 -0.9 0.4 -0.5 -0.16
O -0.360845 -6.699593 3.518865 0.7 -0.1 0.2 -0.21
C -1.767621 -6.692432 3.520515 -0.5 -0.7 0.0 -0.12
H 6.371963 -6.145990 0.422571 -0.3 -0.2 0.9 0.09
H 5.275212 -5.190405 -0.500591 0.0 0.2 -0.4 0.07
H 5.070937 -6.938010 -0.484997 0.2 -0.2 -0.2 0.09
H 2.825266 -6.841126 0.121890 0.1 -0.5 0.0 0.12
H 2.672151 -5.175645 0.072184 0.4 0.8 0.5 0.05
H 1.053091 -6.017850 1.654647 -0.1 -0.4 0.0 0.10
H 2.242640 -5.292920 2.674459 0.3 -0.1 0.5 0.11
H 2.031406 -7.005430 4.482672 0.0 0.1 0.5 0.12
H 2.301390 -8.696396 4.187653 0.0 -0.2 -0.6 0.13
H -0.021402 -8.375998 4.751667 0.0 0.2 0.4 0.12
H -0.059456 -8.695108 3.057753 0.2 -0.1 -0.4 0.12
H -2.209200 -5.779620 3.120663 0.7 0.4 0.0 0.08
H -2.195017 -6.832479 4.513399 0.1 -0.1 0.3 0.09
H -2.198818 -7.461042 2.879106 0.2 -0.4 -0.1 0.08
C -5.314037 2.460289 -4.218080 0.3 -1.2 -0.9 -0.10
O -5.094364 2.045209 -2.901834 0.1 1.3 1.1 -0.19
C -5.238551 0.684349 -2.657842 0.1 -0.9 1.5 -0.17
C -4.879941 0.263305 -1.152337 -1.6 0.8 -0.3 -0.11
O -5.946627 0.555033 -0.179801 -0.9 -0.6 -0.8 -0.18
C -7.250748 -0.081544 -0.334362 -0.1 0.8 1.4 -0.16
C -8.191842 0.401057 0.834567 1.9 -1.0 0.7 -0.16
O -7.651796 -0.080177 2.077688 1.6 -0.3 0.4 -0.23
C -7.857180 0.682535 3.264378 -0.8 0.2 -1.2 -0.09
H -6.163359 1.952449 -4.675085 -0.5 0.1 0.2 0.09
H -4.475716 2.097359 -4.812724 0.3 0.3 -0.4 0.08
H -5.422303 3.535517 -4.360460 0.1 -0.1 0.6 0.08
H -4.650472 0.106530 -3.370861 0.3 -0.2 0.0 0.11
H -6.278445 0.399251 -2.817325 -0.3 -0.2 -0.1 0.11
H -4.049345 0.811489 -0.707680 0.0 0.0 -0.6 0.09
H -4.653160 -0.801275 -1.094472 0.0 0.0 -0.4 0.05
H -7.230308 -1.168786 -0.259742 0.5 -0.2 -0.2 0.12
H -7.766060 0.200542 -1.252500 0.2 0.1 -0.3 0.11
H -9.127090 -0.158040 0.862847 -0.6 0.8 -1.2 0.13
H -8.190083 1.490705 0.806653 -0.6 0.1 0.1 0.12
H -7.343333 0.283552 4.138951 0.1 -0.4 -0.4 0.09
H -8.933976 0.668756 3.432994 -0.2 0.3 0.5 0.08
H -7.536236 1.712303 3.107355 0.1 0.2 0.1 0.08
C 2.824701 2.430848 0.803831 0.1 -0.7 -0.9 -0.09
O 4.187711 2.091720 0.523547 -1.0 0.0 0.6 -0.17
C 4.710834 1.104615 1.415430 0.7 0.7 -0.6 -0.20
C 6.166310 0.947173 0.980486 0.3 0.3 0.2 -0.16
O 6.917305 2.150644 1.163483 0.3 -0.1 -0.7 -0.13
C 7.018057 2.555417 2.505135 0.5 -0.1 0.0 -0.17
C 8.145370 3.631376 2.714743 -2.1 -0.4 -1.4 -0.20
O 9.370988 3.057869 2.418215 0.3 -0.3 0.9 -0.16
C 10.422081 3.876200 2.837342 1.5 -0.2 -0.1 -0.13
H 2.423376 3.063006 0.011745 0.5 0.4 -0.1 0.08
H 2.648208 2.918763 1.762417 0.3 -0.1 0.2 0.05
H 2.217251 1.532957 0.690254 -0.2 -0.3 0.5 0.07
H 4.180568 0.152383 1.427932 -0.3 0.0 -0.4 0.10
H 4.664480 1.464462 2.443277 -0.1 0.1 0.2 0.10
H 6.250035 0.715656 -0.081346 -0.3 0.2 -0.1 0.13
H 6.661798 0.113557 1.478155 0.0 -0.1 0.5 0.11
H 7.278462 1.668076 3.082113 0.3 -0.1 0.5 0.12
H 5.997904 2.804412 2.797388 0.3 1.0 0.6 0.11
H 8.100348 4.088058 3.703439 0.0 -0.3 0.3 0.12
H 8.040885 4.441217 1.992704 -0.7 0.3 -0.1 0.13
H 10.854754 4.456149 2.022150 0.0 -0.1 -0.4 0.09
H 11.186057 3.205564 3.230642 0.3 0.1 -0.1 0.09
H 10.264078 4.614814 3.623207 -0.9 -0.2 0.2 0.08
C -1.765686 0.312527 -3.394703 0.0 -1.0 1.6 -0.06
O -1.924130 0.400899 -1.961327 0.9 0.6 0.0 -0.21
C -1.440815 1.594851 -1.372593 0.1 0.2 1.0 -0.19
C -1.374386 1.539533 0.189049 -0.1 -0.7 -1.8 -0.14
O -0.461369 0.511511 0.645263 -0.7 0.8 -0.3 -0.14
C -0.268509 0.600702 2.044364 1.2 -0.7 1.1 -0.17
C 0.598990 -0.645815 2.616648 -1.3 3.6 -1.3 -0.20
O -0.343698 -1.630774 2.601475 -0.6 -3.1 0.4 -0.23
C 0.182445 -2.947211 2.848640 0.5 0.2 0.0 -0.07
H -2.441299 0.991634 -3.914765 0.0 -0.2 -0.2 0.08
H -1.969498 -0.756398 -3.457594 -0.6 0.1 -1.1 0.08
H -0.734734 0.406690 -3.735827 0.2 0.6 0.1 0.07
H -2.091882 2.431049 -1.627536 -0.3 0.1 0.0 0.10
H -0.461758 1.912682 -1.731113 0.4 -0.5 -0.3 0.12
H -2.394682 1.402846 0.547412 -0.1 -0.4 0.4 0.11
H -1.122533 2.563077 0.466585 0.6 0.0 0.4 0.12
H -1.219580 0.589276 2.576747 -0.2 -0.2 0.0 0.08
H 0.196005 1.556881 2.285299 0.4 0.2 0.0 0.10
H 0.948612 -0.418101 3.623635 0.2 0.1 0.2 0.10
H 1.453275 -0.743036 1.946692 0.2 -0.6 -0.1 0.11
H 0.941920 -3.162142 2.096900 0.0 -0.3 -0.2 0.06
H -0.555520 -3.748766 2.880478 -0.5 0.5 -0.6 0.08
H 0.684987 -3.095324 3.804461 0.2 0.8 0.4 0.08
C -7.434202 5.680540 -2.611743 0.7 -0.7 0.5 -0.11
O -6.195674 6.133689 -2.115039 0.2 1.7 -1.4 -0.21
C -5.677609 7.231104 -2.934847 1.4 -0.9 2.2 -0.15
C -4.557657 7.817059 -2.080393 1.1 1.1 0.7 -0.19
O -3.422587 7.044281 -1.720955 -0.6 -0.7 -0.1 -0.14
C -2.761466 6.453450 -2.787162 2.2 -0.6 0.6 -0.19
C -1.232080 6.165416 -2.376772 -1.6 -0.1 0.4 -0.16
O -1.164997 5.642818 -1.020116 0.4 0.1 -1.2 -0.19
C 0.170649 5.269003 -0.624865 -0.8 0.3 -0.9 -0.10
H -7.683634 4.885052 -1.909547 -0.5 0.0 -0.2 0.09
H -7.279072 5.246626 -3.599542 -0.4 0.0 -0.3 0.08
H -8.186438 6.469284 -2.623524 -0.1 0.0 -0.1 0.09
H -6.382660 8.043808 -3.109512 -0.4 -0.2 -0.1 0.13
H -5.229096 6.875947 -3.862649 -0.4 -0.2 -0.3 0.12
H -4.883320 8.189520 -1.109148 -0.7 -0.4 0.0 0.12
H -4.087207 8.703643 -2.505538 -0.5 0.4 -0.9 0.12
H -2.698158 7.095052 -3.666037 -0.1 0.4 -0.2 0.12
H -3.253198 5.536993 -3.113362 0.0 -0.3 0.1 0.11
H -0.621867 7.049661 -2.560790 -0.1 0.6 0.8 0.11
H -0.814756 5.518868 -3.148734 -0.1 -0.9 0.2 0.11
H 0.773462 6.173131 -0.539554 0.3 -0.1 0.0 0.08
H 0.577130 4.596104 -1.379911 0.3 0.0 -0.2 0.07
H 0.180360 4.721294 0.317476 -0.5 0.3 0.1 0.08
C 4.526405 -1.302698 4.262181 0.4 0.6 0.5 -0.14
O 3.658264 -1.733016 3.265272 0.2 -0.6 -2.1 -0.21
C 4.112277 -2.838815 2.426580 0.9 0.6 0.7 -0.14
C 5.305147 -2.582203 1.424104 -0.2 1.1 1.7 -0.15
O 6.618023 -2.385524 2.006140 -0.1 -0.4 -0.7 -0.16
C 7.165853 -3.435200 2.804192 -0.4 0.8 -0.3 -0.16
C 8.655491 -3.219859 3.103437 -1.0 0.8 -0.4 -0.22
O 8.831111 -2.050364 3.830624 0.2 1.0 2.9 -0.19
C 10.117271 -2.031451 4.490933 0.1 0.0 -1.8 -0.08
H 4.660114 -2.065604 5.029126 -0.3 0.0 0.4 0.09
H 4.096128 -0.366506 4.617860 -0.3 -0.3 0.6 0.07
H 5.539970 -0.992915 4.007610 0.2 -0.3 -0.9 0.08
H 3.248286 -3.170311 1.850619 0.0 0.2 -0.1 0.09
H 4.359233 -3.633220 3.130882 0.2 -0.4 -0.2 0.11
H 5.175154 -1.590019 0.991935 -0.4 -0.3 -0.3 0.07
H 5.244272 -3.338641 0.641665 0.4 -0.2 0.1 0.09
H 7.030533 -4.385579 2.287903 0.0 -0.3 0.2 0.12
H 6.567614 -3.363219 3.712502 0.4 -0.8 0.5 0.11
H 9.222405 -2.965157 2.207978 0.1 -1.3 -0.6 0.13
H 8.987436 -4.055564 3.719487 0.3 -0.4 -0.5 0.12
H 10.820980 -1.854173 3.677625 0.5 0.5 0.0 0.08
H 10.469567 -2.999376 4.847477 -0.7 -0.3 0.5 0.08
H 10.241897 -1.258821 5.249620 -0.6 -0.1 -0.2 0.09
C -4.525605 3.624579 -0.318090 0.2 -0.7 -0.1 -0.10
O -4.264722 4.608489 0.654501 1.7 -0.2 -0.5 -0.14
C -5.419548 5.099561 1.198041 -1.6 1.2 -1.0 -0.24
C -5.247308 6.177189 2.263710 0.8 -1.3 0.2 -0.20
O -4.547385 7.229939 1.669570 0.3 1.9 0.4 -0.13
C -4.434013 8.440832 2.495288 -1.3 -2.3 0.1 -0.16
C -3.386205 9.406779 2.011162 0.2 -0.9 -0.4 -0.17
O -2.249256 8.653521 1.534580 -0.2 0.6 0.7 -0.15
C -1.701392 9.011412 0.297289 -0.3 0.7 -1.1 -0.11
H -3.682514 3.458238 -0.988633 0.5 0.2 0.6 0.07
H -5.294311 3.783949 -1.074264 -0.6 0.8 0.5 0.08
H -4.783512 2.711221 0.217984 0.0 -0.4 -0.2 0.08
H -6.106541 4.275167 1.389176 -0.2 -0.1 1.1 0.12
H -5.917333 5.630053 0.386331 -0.5 0.3 -0.3 0.11
H -4.657472 5.782440 3.090984 0.2 -0.1 0.3 0.12
H -6.222294 6.430349 2.680134 -0.3 0.3 -0.2 0.12
H -4.300134 8.193981 3.548501 0.7 -0.6 0.1 0.11
H -5.442203 8.853221 2.535114 -0.1 0.7 -0.4 0.12
H -3.132853 9.992779 2.894623 0.4 0.3 -0.1 0.12
H -3.891164 10.070950 1.309746 0.7 0.0 -0.7 0.12
H -2.452535 8.947825 -0.490006 -0.1 0.0 -0.1 0.07
H -0.877869 8.395357 -0.063807 -0.2 -0.8 0.8 0.08
H -1.251519 10.003330 0.254543 -0.2 0.5 0.4 0.08
Br -3.545323 -1.056555 3.556268 -0.9 -0.2 -1.3 0.62
C -4.326662 -1.915675 1.880672 0.1 -0.9 0.4 -0.57
C -3.150639 -2.159980 0.957866 -0.3 -0.3 0.6 -0.65
Br -3.664468 -3.286244 -0.607928 0.1 0.6 0.6 0.64
H -5.177339 -1.435121 1.397437 0.3 0.9 0.5 0.05
H -4.711414 -2.850207 2.288978 0.1 0.0 -0.1 0.05
H -2.442972 -2.782895 1.504936 0.3 0.3 -0.4 0.03
H -2.740091 -1.197214 0.653510 0.3 -0.4 -0.4 0.05
Br 1.590561 -1.417631 6.893435 -0.5 -0.3 0.2 0.65
C -0.262400 -1.709556 7.492061 -0.4 0.3 0.6 -0.68
C -1.073290 -2.342582 6.420653 -0.2 0.0 -1.5 -0.70
Br -2.966868 -2.477165 6.966226 0.8 0.0 -0.1 0.59
H -0.643255 -0.718768 7.739813 0.1 -0.1 -0.1 0.04
H -0.374006 -2.335182 8.377639 0.8 0.1 0.1 0.06
H -0.709212 -3.319833 6.103593 -0.2 -0.2 0.5 0.06
H -1.042536 -1.756144 5.502361 -0.3 0.2 0.1 0.02
Br 0.210318 -4.186579 -1.026321 0.0 0.1 0.1 0.69
C 0.304129 -2.217085 -0.815651 0.0 -0.7 0.2 -0.60
C 1.247671 -1.652230 -1.825093 0.0 -0.4 -1.0 -0.68
Br 3.103560 -1.994935 -1.356959 -0.1 0.3 0.1 0.70
H 0.663783 -2.116654 0.208394 -0.5 0.4 -0.2 0.02
H -0.723429 -1.907764 -1.006795 0.2 0.3 0.4 0.04
H 1.079707 -0.605903 -2.080213 0.2 0.1 0.6 0.06
H 1.121530 -2.192249 -2.763484 0.0 0.0 0.0 0.01
Br -1.232267 2.759069 7.790695 0.0 -0.3 0.1 0.61
C 0.579663 2.524543 7.077595 -0.6 0.1 -1.1 -0.68
C 0.442455 2.632707 5.523345 1.3 0.3 1.4 -0.60
Br 2.338883 2.717505 4.810480 -1.1 0.0 0.3 0.57
H 0.974795 1.579848 7.451131 0.0 0.2 -0.1 0.02
H 1.092518 3.400138 7.475599 0.3 -0.4 -0.2 0.04
H -0.060301 3.589905 5.385140 0.2 -0.2 -0.7 0.05
H -0.017622 1.799361 4.992346 0.0 0.1 0.4 0.04
C 1.209727 -1.323409 -5.945118 -1.2 0.2 -0.3 -0.03
C -0.084986 -1.494041 -6.814221 1.6 -0.4 2.0 -0.18
O -0.073731 -0.508460 -7.835980 -0.7 1.1 -1.2 0.03
C -0.529109 0.747599 -7.625145 -0.3 -1.7 2.9 -0.35
O -0.968241 1.148887 -6.572294 0.4 -0.1 -0.9 0.16
C -0.536447 1.585533 -8.873323 1.4 0.3 -1.1 -0.58
F -1.469110 2.517517 -8.832447 0.0 0.2 0.2 0.19
F 0.663881 2.164846 -9.148026 -0.4 0.2 0.8 0.15
F -0.741894 0.787592 -9.889827 -0.8 -0.7 -1.3 0.19
H 2.113525 -1.210915 -6.543943 -0.1 -0.6 -0.1 0.08
H 1.220074 -2.180051 -5.271192 0.5 0.0 0.0 0.05
H 1.164653 -0.404992 -5.359828 -0.2 0.0 0.2 0.06
H -0.948848 -1.526713 -6.150313 -0.3 1.0 -0.2 0.12
H -0.101732 -2.515695 -7.193743 0.3 0.3 -1.0 0.11
```
Forces are in eV/Å.